Model one:
2 unconnected molecules or ions with the total composition C2H9N4. Source: OMol25; level of theory: wB97M-V/def2-TZVPD.

Atoms and positions in Å:
C1 -2.35 0.31 0.34
C2 0.67 0.70 -0.79
N1 2.03 -0.40 0.94
N2 1.34 0.75 0.51
N3 -0.41 -0.26 -0.72
N4 -0.08 -1.43 -0.80
H1 -2.10 1.28 0.01
H2 -3.17 -0.24 -0.07
H3 -2.07 -0.24 1.22
H4 0.28 1.75 -0.99
H5 1.46 0.56 -1.57
H6 1.53 -1.25 0.53
H7 -0.79 -2.10 -0.33
H8 3.00 -0.32 0.53
H9 0.66 0.89 1.17

As for the multiplicity: 1. For the molar mass, the calculation gives 89.12 g mol⁻¹. The net charge is +1.

Atom charges from the Mulliken analysis, given in e for atoms 1 to 5: -0.34, -0.34, -0.53, -0.15, 0.34

***

Model two:
2 unconnected molecules or ions with the total composition C2H9N4. Source: OMol25; level of theory: wB97M-V/def2-TZVPD.

Atoms and positions in Å:
C1 2.66 -0.23 -0.15
C2 -2.68 -0.18 -0.23
N1 1.89 -1.19 0.26
N2 2.15 0.97 -0.40
N3 -1.60 0.74 0.09
N4 -0.47 0.39 0.19
H1 3.67 -0.54 0.03
H2 -2.45 -0.43 -1.22
H3 -2.64 -0.99 0.48
H4 -3.78 0.11 -0.18
H5 2.94 1.72 -0.40
H6 1.16 0.99 -0.15
H7 -1.92 1.69 0.06
H8 2.16 -2.18 0.13
H9 0.94 -1.05 0.46

As for the multiplicity: 1. For the molar mass, the calculation gives 89.12 g mol⁻¹. The net charge is +1.

Atom charges from the Mulliken analysis, given in e for atoms 1 to 5: 0.11, -0.70, -0.25, -0.31, 0.02

***

In order of decreasing stability: model two, model one.

***

Model one:
A single C5H5FOS molecule. Source: OMol25; level of theory: wB97M-V/def2-TZVPD.

Atoms and positions in Å:
C1 2.70 -0.77 -0.10
C2 1.47 -0.46 0.08
F1 0.76 -1.71 -0.01
C3 0.65 0.78 0.18
C4 1.16 2.00 0.43
S1 -0.91 0.72 -0.57
C5 -1.90 -0.45 0.45
O1 -3.04 -0.60 0.16
H1 3.62 0.04 -0.52
H2 2.78 -1.88 -0.20
H3 0.38 2.79 0.46
H4 2.12 2.17 0.80
H5 -1.28 -0.99 1.17

As for the multiplicity: 1. For the molar mass, the calculation gives 132.16 g mol⁻¹. As for the SMILES: C=C(F)C(=C)SC=O.

Atom charges from the Mulliken analysis, given in e for atoms 1 to 5: -0.62, 0.45, -0.32, 0.31, -0.91

***

Model two:
A single C5H5FOS molecule. Source: OMol25; level of theory: wB97M-V/def2-TZVPD.

Atoms and positions in Å:
F1 -2.11 -0.62 1.31
C1 -1.06 -0.49 0.42
C2 -0.84 -1.32 -0.60
C3 0.51 -0.93 -1.12
O1 1.48 -1.07 0.11
C4 1.04 0.23 -0.26
C5 -0.02 0.65 0.66
S1 -0.67 2.28 0.21
H1 -1.31 -2.08 -1.13
H2 0.80 -1.32 -2.09
H3 1.72 0.92 -0.60
H4 0.40 0.86 1.65
H5 0.04 2.89 1.44

As for the multiplicity: 1. For the molar mass, the calculation gives 132.16 g mol⁻¹. As for the SMILES: FC1=C[C@@H]2O[C@@H]2[C@H]1S.

Atom charges from the Mulliken analysis, given in e for atoms 1 to 5: -0.28, 0.19, -0.79, -0.02, -0.45

***

Model three:
A single C5H5FOS molecule. Source: OMol25; level of theory: wB97M-V/def2-TZVPD.

Atoms and positions in Å:
F1 -2.19 0.17 -0.16
C1 -0.90 -0.15 -0.41
C2 -0.49 -0.26 -1.67
O1 0.79 -0.60 -2.00
C3 1.64 -0.87 -0.97
C4 1.30 -0.79 0.32
C5 -0.04 -0.33 0.79
S1 0.15 1.24 1.75
H1 -1.15 -0.09 -2.54
H2 2.58 -1.19 -1.31
H3 2.05 -1.04 1.08
H4 -0.48 -1.06 1.49
H5 -1.06 1.24 2.34

As for the multiplicity: 1. For the molar mass, the calculation gives 132.16 g mol⁻¹. As for the SMILES: FC1=COC=C[C@H]1S.

Atom charges from the Mulliken analysis, given in e for atoms 1 to 5: -0.30, 0.30, -0.28, -0.39, -0.27

***

In order of decreasing stability: model three, model one, model two.

***

Model one:
2 unconnected molecules or ions with the total composition C4H9NO3. Source: OMol25; level of theory: wB97M-V/def2-TZVPD.

Atoms and positions in Å:
C1 1.90 -1.18 1.77
C2 1.18 -0.24 0.84
N1 1.59 1.11 0.68
O1 0.40 0.77 1.39
H1 2.75 -1.61 1.25
H2 2.24 -0.66 2.66
H3 1.23 -1.98 2.07
H4 0.77 -0.69 -0.06
H5 2.31 1.38 1.37
C3 -2.23 0.56 -0.65
C4 -1.44 0.08 -1.83
O2 -0.65 -0.83 -1.82
O3 -1.69 0.79 -2.93
H6 -1.53 0.92 0.11
H7 -2.90 1.36 -0.95
H8 -2.78 -0.27 -0.22
H9 -1.15 0.48 -3.68

As for the multiplicity: 1. For the molar mass, the calculation gives 119.12 g mol⁻¹. As for the SMILES: C[C@@H]1NO1.CC(=O)O.

Atom charges from the Mulliken analysis, given in e for atoms 1 to 5: -1.28, 0.66, -0.53, -0.39, 0.31

***

Model two:
A single C4H9NO3 molecule. Source: OMol25; level of theory: wB97M-V/def2-TZVPD.

Atoms and positions in Å:
C1 -0.96 -0.76 1.50
C2 -1.16 0.23 0.37
N1 -0.57 -0.43 -1.12
C3 0.82 -0.32 -1.33
O1 1.64 -1.34 -0.87
C4 0.96 0.95 -0.39
O2 1.70 0.85 0.58
O3 0.67 2.07 -1.08
H1 0.07 -0.76 1.85
H2 -1.21 -1.78 1.19
H3 -1.61 -0.51 2.34
H4 -0.98 1.25 0.73
H5 -2.20 0.29 0.06
H6 -0.79 -1.42 -1.00
H7 1.04 -0.05 -2.37
H8 1.95 -1.07 0.02
H9 0.64 2.82 -0.47

As for the multiplicity: 1. For the molar mass, the calculation gives 119.12 g mol⁻¹. As for the SMILES: CCN[C@H](O)C(=O)O.

Atom charges from the Mulliken analysis, given in e for atoms 1 to 5: -1.07, -0.28, -0.43, -0.05, -0.56

***

In order of decreasing stability: model two, model one.